# C18H29MnN3O4PSe2

A structure of composition C18H29MnN3O4PSe2 at a distorted geometry (the ωB97M-V functional and the def2-TZVPD basis, OMol25).

Its spin multiplicity is 2. As for the orbital gap (alpha / beta): 5.007 / 4.571 eV. As for the LUMO energy (alpha / beta): -13.391 / -13.546 eV. As for the charge: +3.

Atoms and positions in Å:
Mn1 0.792 -0.708 -1.271
Se1 2.759 -2.724 0.822
Se2 4.068 -2.271 -1.028
C1 3.810 -0.373 -1.161
C2 4.872 0.482 -1.011
C3 4.706 1.838 -1.302
C4 3.479 2.291 -1.756
C5 2.449 1.385 -1.870
N1 2.609 0.072 -1.575
C6 1.193 -3.371 -0.071
C7 0.707 -4.604 0.310
C8 -0.402 -5.127 -0.339
C9 -0.986 -4.408 -1.384
C10 -0.465 -3.189 -1.717
N2 0.609 -2.674 -1.063
H1 5.829 0.088 -0.694
H2 5.538 2.525 -1.191
H3 3.317 3.328 -2.019
H4 1.467 1.717 -2.194
H5 1.222 -5.158 1.085
H6 -0.796 -6.095 -0.052
H7 -1.840 -4.786 -1.930
H8 -0.910 -2.605 -2.508
C11 -2.446 2.837 -0.636
C12 -1.056 3.144 -0.126
C13 -1.046 3.698 1.283
C14 -0.296 4.034 -1.079
O1 -0.218 1.833 -0.132
P1 -0.522 0.423 0.395
O2 0.886 -0.267 0.518
O3 -0.980 -0.430 -0.869
O4 -1.403 0.474 1.602
C15 -1.897 -0.566 2.657
C16 -3.390 -0.655 2.450
C17 -1.529 0.036 3.992
C18 -1.200 -1.892 2.410
H9 -3.032 3.757 -0.638
H10 -2.968 2.124 0.008
H11 -2.421 2.450 -1.657
H12 -1.473 4.700 1.257
H13 -0.027 3.773 1.667
H14 -1.644 3.097 1.966
H15 -0.781 5.009 -1.116
H16 -0.292 3.625 -2.095
H17 0.731 4.183 -0.735
H18 -3.845 0.337 2.471
H19 -3.824 -1.240 3.262
H20 -3.637 -1.137 1.501
H21 -2.014 1.003 4.131
H22 -0.448 0.164 4.085
H23 -1.870 -0.631 4.786
H24 -1.421 -2.273 1.403
H25 -1.580 -2.617 3.130
H26 -0.120 -1.808 2.550
N3 0.490 -0.714 -3.341
H27 -0.477 -0.462 -3.534
H28 0.661 -1.603 -3.802
H29 1.062 -0.039 -3.844

Atoms 1-3, force components in eV/Å:
0.7 -2.9 0.8
-0.2 0.0 -0.1
0.1 0.1 -0.1

---

# C5H7Cl

The molecule C5H7Cl at a distorted geometry (the ωB97M-V functional and the def2-TZVPD basis, OMol25).

For the energy above the lowest of the compared OMol25 structures with the same formula, charge and spin, the calculation gives 35.2 kcal/mol. Its SMILES is C=C(Cl)/C=C/C. As for the orbital gap: 9.082 eV. As for the LUMO energy: 0.447 eV.

Atoms and positions in Å:
C1 2.198 -0.699 -0.144
C2 1.474 0.151 0.637
Cl1 2.151 1.285 1.920
C3 0.081 0.384 0.542
C4 -0.708 -0.082 -0.445
C5 -2.055 0.159 -0.428
H1 3.236 -0.882 -0.073
H2 1.648 -1.299 -0.821
H3 -0.421 1.024 1.279
H4 -0.220 -0.717 -1.188
H5 -2.634 -0.802 -0.168
H6 -2.415 0.398 -1.407
H7 -2.336 1.080 0.297

Atoms 1-3, force components in eV/Å:
-1.1 1.7 2.1
2.6 -0.2 0.0
0.1 -1.3 -1.2